Here is 5 unconnected molecules or ions with the total composition C15H30O5 from OMol25. Energies are from ωB97M-V with the def2-TZVPD basis set.

ORCA input file:
```
! RIJCOSX wB97M-V def2-TZVPD def2/J DEFGRID3
* xyz 0 1
O 14.10189 5.25505 -24.78526
O 16.10439 2.29923 -21.11933
O 17.50745 6.96439 -22.11214
O 15.27754 0.21209 -17.93594
O 18.72848 3.28095 -26.46000
C 14.37295 -1.96342 -17.82272
C 16.85101 7.83128 -21.53379
C 12.36647 6.48852 -25.68451
C 17.39435 8.47260 -20.23317
C 15.40246 8.14805 -21.91945
C 16.07853 3.44283 -21.52216
C 15.62557 -1.12749 -19.84581
C 12.92165 5.22291 -25.02254
C 12.13158 4.04785 -24.80399
C 15.10083 -0.85556 -18.53727
C 16.91913 4.77963 -26.68897
C 18.22691 4.34884 -26.04653
C 16.98250 3.86275 -22.74294
C 15.11950 4.40101 -20.88013
C 18.98882 5.24635 -25.09467
H 18.48172 8.47681 -20.15766
H 14.83459 8.42784 -21.03213
H 14.76338 4.02507 -19.92100
H 16.40484 4.38327 -23.50679
H 15.03658 -2.80875 -17.64078
H 19.21178 4.66064 -24.20286
H 11.41802 6.73124 -25.20531
H 13.06419 7.31053 -25.52456
H 14.01341 -1.55729 -16.87727
H 12.26675 3.38904 -25.66178
H 16.18815 4.56680 -25.90893
H 16.27623 -1.99637 -19.94474
H 14.78260 -1.24513 -20.52674
H 15.39659 8.85827 -22.74628
H 13.41392 -2.16653 -18.29929
H 16.18187 -0.26182 -20.20531
H 16.83229 5.84790 -26.88736
H 16.82088 7.89350 -19.50938
H 17.42990 2.97259 -23.18515
H 16.95337 9.46678 -20.16076
H 11.05571 4.19525 -24.70974
H 12.31826 6.23695 -26.74399
H 16.57128 4.13312 -27.49466
H 18.38732 6.08474 -24.74339
H 12.50540 3.59827 -23.88408
H 17.75747 4.57437 -22.45809
H 19.90008 5.68751 -25.49850
H 14.91143 7.24831 -22.29020
H 14.15646 4.48183 -21.38423
H 15.63408 5.35783 -20.79186
*
```

LUMO energy (eV): 0.46
HOMO energy (eV): -9.176
Relative energy (zero: lowest compared OMol25 entry of this formula, charge and spin) (kJ/mol): 102.22
SMILES: CC(C)=O.CC(C)=O.CC(C)=O.CC(C)=O.CC(C)=O
Gap between HOMO and LUMO (eV): 9.6
DFT total energy (Ha): -965.679509